No. 1
The following is a quantum chemistry calculation of C26H22GaN6O4S2 as an isolated structure, from the OMol25 dataset.

- largest force on an atom (eV/Å) = 0.4
- net charge = +1
- LUMO energy (eV) = -3.2
- HOMO energy (Eh) = -0.3960
- ΔE to the lowest compared entry with this formula, charge and spin (kJ/mol) = 36.9
- electronic energy (eV) = -118492.9161
- Kohn-Sham gap (eV) = 7.603

The geometry in XYZ format:
```
61
Properties=species:S:1:pos:R:3:forces:R:3:lowdin_charge:R:1
Ga 0.054 0.103 -0.201 -0.2 -0.2 -0.2 0.44
N -4.518 1.251 -6.539 0.1 0.0 0.0 0.13
C -3.695 1.400 -5.466 -0.1 0.0 0.0 -0.30
C -3.913 0.659 -4.293 0.0 0.0 0.0 -0.02
C -3.075 0.802 -3.211 0.0 0.1 0.0 -0.06
C -2.005 1.692 -3.285 0.0 0.0 -0.1 -0.31
C -1.772 2.438 -4.440 0.0 0.0 0.0 -0.04
C -2.611 2.291 -5.520 0.0 0.0 0.0 -0.01
S -0.907 1.856 -1.969 0.2 0.0 0.0 0.70
O -0.318 3.155 -1.948 0.0 -0.1 -0.1 -0.23
O -1.584 1.351 -0.745 -0.1 0.0 0.0 -0.28
N 0.227 0.653 -2.054 0.3 0.3 0.2 -0.08
C 1.599 0.916 -2.112 -0.4 -0.1 -0.1 -0.44
N 2.172 1.608 -3.073 0.1 0.0 0.0 0.17
C 3.490 1.767 -2.946 0.0 0.0 0.0 -0.07
C 4.221 1.221 -1.902 0.0 0.0 0.0 -0.02
C 3.522 0.491 -0.963 0.0 -0.1 0.1 -0.07
N 2.202 0.332 -1.059 0.0 0.1 0.0 0.11
H -5.362 0.715 -6.462 0.0 0.0 0.0 0.10
H -4.428 1.853 -7.336 0.0 0.0 0.0 0.11
H -4.759 -0.015 -4.238 0.0 0.0 0.0 0.12
H -3.262 0.253 -2.297 0.0 0.0 0.0 0.11
H -0.944 3.133 -4.476 0.0 0.0 0.0 0.12
H -2.444 2.874 -6.417 0.0 0.0 0.0 0.12
H 3.977 2.346 -3.722 0.0 0.0 0.0 0.12
H 5.288 1.360 -1.824 0.0 0.0 0.0 0.11
H 4.014 0.027 -0.117 0.0 0.0 0.0 0.12
C 4.920 0.186 6.026 0.0 0.0 0.0 -0.04
C 3.745 0.382 5.109 0.0 0.0 0.0 -0.25
C 3.779 -0.121 3.803 0.1 0.0 0.0 -0.02
C 2.709 0.042 2.950 -0.1 0.0 0.0 -0.05
C 1.581 0.718 3.408 0.0 0.0 0.1 -0.29
C 1.515 1.221 4.695 0.1 0.0 0.0 -0.03
C 2.606 1.049 5.538 -0.1 0.0 0.0 -0.02
S 0.209 0.959 2.351 0.1 0.0 -0.1 0.70
O -0.864 1.514 3.107 0.0 -0.1 -0.1 -0.23
O 0.686 1.657 1.129 0.1 0.2 0.1 -0.28
N -0.103 -0.442 1.621 0.0 -0.1 0.1 -0.12
C -0.992 -1.472 1.924 0.1 0.1 -0.1 -0.21
C -1.453 -1.876 3.142 0.0 -0.1 0.1 0.02
C -2.334 -2.983 3.226 0.0 0.0 0.0 -0.04
C -2.731 -3.670 2.117 0.0 0.0 0.0 -0.02
C -2.274 -3.262 0.838 -0.1 -0.1 0.0 -0.14
C -2.634 -3.886 -0.378 0.0 0.0 0.0 0.03
C -2.164 -3.403 -1.570 0.0 0.0 0.0 -0.02
C -1.332 -2.273 -1.567 0.0 0.0 -0.1 -0.07
N -0.972 -1.678 -0.450 0.0 -0.1 0.1 0.08
C -1.418 -2.158 0.751 0.0 0.1 -0.1 -0.13
H 5.031 -0.867 6.288 0.0 0.0 0.0 0.09
H 4.804 0.752 6.949 0.0 0.0 0.0 0.08
H 5.846 0.502 5.546 0.0 0.0 0.0 0.09
H 4.662 -0.647 3.462 0.0 0.0 0.0 0.12
H 2.735 -0.357 1.944 0.0 0.0 0.0 0.10
H 0.629 1.744 5.026 0.0 0.0 0.0 0.12
H 2.566 1.446 6.544 0.0 0.0 0.0 0.12
H -1.151 -1.352 4.040 0.0 0.0 0.0 0.12
H -2.691 -3.286 4.200 0.0 0.0 0.0 0.12
H -3.396 -4.520 2.196 0.0 0.0 0.0 0.12
H -3.289 -4.748 -0.355 0.0 0.0 0.0 0.13
H -2.427 -3.867 -2.509 0.0 0.0 0.0 0.12
H -0.963 -1.836 -2.487 0.0 0.0 0.0 0.13
```
Forces are in eV/Å.


No. 2
The following is a quantum chemistry calculation of one molecule with the formula C3H6N2O2, from the OMol25 dataset.

- largest force on an atom (eV/Å) = 0.3
- SMILES = C=C(N)O[C@@H]1NO1
- LUMO energy (eV) = 0.9
- HOMO energy (Eh) = -0.3075
- ΔE to the lowest compared entry with this formula, charge and spin (kJ/mol) = 445.3
- electronic energy (eV) = -10280.1818
- Kohn-Sham gap (eV) = 9.283

The geometry in XYZ format:
```
13
Properties=species:S:1:pos:R:3:forces:R:3:lowdin_charge:R:1
N 1.309 -1.348 0.090 0.0 0.1 -0.1 0.13
C 0.521 -0.410 0.740 0.2 0.2 0.1 -0.48
O -0.834 -0.620 0.512 0.1 0.0 0.0 0.02
C 0.890 0.597 1.527 0.0 -0.1 0.0 0.06
O -0.601 1.235 -0.952 0.0 0.2 -0.1 0.00
C -1.367 0.230 -0.426 -0.3 0.0 0.0 -0.45
N -0.985 0.071 -1.790 -0.2 -0.1 -0.2 0.13
H 0.891 -1.676 -0.772 0.0 0.1 0.1 0.09
H 2.263 -1.043 -0.048 -0.1 -0.1 0.1 0.10
H 1.928 0.868 1.661 -0.1 -0.1 0.1 0.06
H 0.123 1.192 2.007 0.2 -0.1 -0.1 0.07
H -2.394 0.481 -0.167 0.1 -0.1 -0.1 0.16
H -1.744 0.422 -2.383 0.1 0.0 0.0 0.11
```
Forces are in eV/Å.


No. 3
The following is a quantum chemistry calculation of one molecule with the formula C4H6N2O at a distorted geometry, from the OMol25 dataset.

- largest force on an atom (eV/Å) = 2.0
- LUMO energy (alpha / beta) (eV) = -0.5 / 0.3
- HOMO energy (alpha / beta) (Eh) = -0.2873 / -0.2942
- ΔE to the lowest compared entry with this formula, charge and spin (kJ/mol) = 451.9
- electronic energy (eV) = -9268.8182
- Kohn-Sham gap (alpha / beta) (eV) = 7.349 / 8.333

The geometry in XYZ format:
```
13
Properties=species:S:1:pos:R:3:forces:R:3:lowdin_charge:R:1
C 1.277 0.519 1.007 0.1 0.0 0.4 -0.09
C -1.859 -0.854 0.322 -0.9 -1.8 0.2 0.00
O -1.291 0.282 0.109 0.4 1.7 0.0 -0.04
C -0.304 0.472 -0.774 0.5 -0.2 0.2 -0.35
N 0.718 1.197 -0.168 0.0 -0.1 -0.5 -0.03
C -0.122 -0.485 -1.809 0.1 -0.2 -0.8 -0.18
N 0.021 -1.156 -2.753 -0.1 0.5 0.9 0.15
H 2.243 0.956 1.261 -0.1 0.0 -0.1 0.08
H 0.605 0.657 1.862 0.2 0.0 -0.2 0.08
H 1.408 -0.564 0.854 0.1 0.2 -0.1 0.09
H -2.674 -0.836 1.028 0.0 -0.1 -0.1 0.08
H -1.426 -1.741 -0.124 -0.2 0.0 0.0 0.08
H 1.403 1.554 -0.815 0.0 -0.1 0.0 0.12
```
Forces are in eV/Å.


No. 4
The following is a quantum chemistry calculation of C26H16Br2ClHoN3O6Se as an isolated structure at a distorted geometry, from the OMol25 dataset.

- largest force on an atom (eV/Å) = 2.0
- net charge = -1
- expectation value of S² = 6.004
- LUMO energy (alpha / beta) (eV) = 2.0 / 2.0
- 2S+1 = 5
- HOMO energy (alpha / beta) (Eh) = -0.1904 / -0.1904
- electronic energy (eV) = -287734.5109
- Kohn-Sham gap (alpha / beta) (eV) = 7.219 / 7.220

The geometry in XYZ format:
```
56
Properties=species:S:1:pos:R:3:forces:R:3:lowdin_charge:R:1
Ho -0.456 0.879 0.788 1.4 1.3 -0.6 1.54
Cl 2.838 7.473 -1.554 -0.1 -0.1 0.1 0.60
C 1.930 6.162 -0.824 0.0 0.0 0.0 -0.68
C 0.560 6.320 -0.591 -0.1 0.0 0.0 -0.11
C -0.171 5.309 -0.016 0.1 0.0 -0.1 0.00
C 0.431 4.073 0.335 0.0 -0.2 0.2 -0.37
O -0.247 3.127 0.879 -0.2 -0.1 -0.2 -0.24
C 1.824 3.943 0.090 0.2 -0.2 0.1 -0.13
C 2.543 2.749 0.488 -0.2 0.3 0.0 -0.06
N 2.006 1.657 0.888 0.2 -0.1 0.2 0.03
C 2.873 0.622 1.305 -0.4 -0.1 -0.2 -0.22
C 3.911 0.761 2.177 0.2 0.0 0.0 -0.01
C 4.691 -0.367 2.540 -0.1 0.1 0.0 -0.07
C 4.416 -1.601 2.032 -0.1 0.0 -0.1 -0.04
C 3.329 -1.769 1.135 0.1 -0.3 -0.1 -0.15
C 2.968 -3.007 0.549 0.0 0.0 0.0 0.00
C 1.903 -3.067 -0.299 -0.1 0.1 0.0 -0.03
C 1.145 -1.896 -0.542 0.0 -0.1 0.0 -0.10
N 1.455 -0.739 -0.016 -0.1 0.0 0.1 0.06
C 2.548 -0.663 0.788 -0.1 0.2 0.1 -0.17
C 2.557 4.995 -0.476 0.0 0.1 0.0 -0.08
H 0.078 7.249 -0.865 0.0 0.0 0.0 0.10
H -1.229 5.431 0.176 0.0 0.0 0.0 0.11
H 3.635 2.815 0.438 0.0 0.0 0.0 0.13
H 4.120 1.731 2.610 0.0 0.0 0.0 0.12
H 5.506 -0.237 3.241 0.0 0.0 0.0 0.10
H 5.007 -2.465 2.310 0.0 0.0 0.0 0.11
H 3.537 -3.898 0.787 0.0 0.0 0.0 0.11
H 1.594 -3.997 -0.757 0.0 0.0 0.0 0.09
H 0.242 -1.917 -1.145 0.0 0.0 0.0 0.08
H 3.623 4.881 -0.639 0.0 0.0 0.0 0.11
C -0.959 -4.295 -2.762 0.1 0.0 0.0 -0.04
C -2.097 -3.471 -2.224 -0.1 -0.1 0.0 -0.32
C -3.368 -4.064 -2.028 0.1 0.0 0.0 -0.02
C -4.375 -3.313 -1.507 0.0 0.1 0.0 -0.04
C -4.137 -1.962 -1.168 -0.3 0.1 0.0 -0.18
C -5.122 -1.097 -0.614 0.1 -0.2 -0.1 -0.62
Br -6.882 -1.737 -0.271 0.0 0.0 0.0 0.73
C -4.824 0.192 -0.319 0.1 0.2 0.0 -0.17
C -3.528 0.689 -0.561 -0.6 -0.3 -0.1 -0.60
Br -3.179 2.486 -0.135 0.0 0.2 0.0 0.87
C -2.497 -0.093 -1.049 0.3 0.1 -0.2 -0.43
O -1.268 0.351 -1.160 -0.5 -0.3 -0.2 -0.25
C -2.842 -1.454 -1.396 0.3 -0.1 -0.1 -0.13
N -1.853 -2.223 -1.927 -0.1 0.1 0.1 0.17
H -1.297 -5.017 -3.506 0.0 0.0 0.0 0.07
H -0.483 -4.858 -1.953 0.0 0.0 0.0 0.07
H -0.211 -3.643 -3.210 0.0 0.0 0.0 0.08
H -3.525 -5.104 -2.288 0.0 0.0 0.0 0.11
H -5.357 -3.732 -1.340 0.0 0.0 0.0 0.07
H -5.569 0.844 0.116 0.0 0.0 0.0 0.09
O -1.021 -1.498 1.355 -0.2 0.0 0.5 -0.51
Se -1.203 -0.710 2.808 -0.1 -0.4 0.7 0.81
O -1.681 -1.532 4.115 0.2 0.4 -0.7 -0.45
O 0.270 0.102 2.888 -0.4 -0.4 0.1 -0.55
O -2.157 0.581 2.304 0.1 -0.3 0.3 -0.58
```
Forces are in eV/Å.


Question: Number 1 is which compound?
Answer: C26H22GaN6O4S2